Version one
Density functional theory data (ωB97M-V/def2-TZVPD) for the molecule C4H4FNOS.

XYZ file:
```
12
Properties=species:S:1:pos:R:3
S 2.240 0.718 0.784
F -2.313 1.268 -1.248
O 0.496 -1.912 0.799
N 0.026 -0.841 0.183
C -1.306 0.561 -0.778
C -0.191 1.264 -0.540
C 0.654 0.427 0.178
C -1.158 -0.746 -0.456
H 1.865 0.714 2.036
H -1.721 -1.606 -0.430
H 0.123 2.264 -0.799
H 1.285 -2.113 0.272
```

Summary:
E_LUMO = 0.0204 Ha
Structure (SMILES) = On1cc(F)cc1S

Mulliken atomic charge list, values in e, 4 entries: -0.278, -0.295, -0.410, 0.315

Version two
Density functional theory data (ωB97M-V/def2-TZVPD) for the molecule C4H4FNOS.

XYZ file:
```
12
Properties=species:S:1:pos:R:3
S 0.262 2.861 -0.652
F -0.189 -3.347 0.570
O 0.375 -0.764 1.005
N -0.498 0.143 -0.813
C -0.227 -1.081 -0.068
C -0.116 1.190 -0.179
C -0.456 -2.301 -0.428
C 0.506 0.633 1.131
H -0.956 0.009 -1.659
H -0.660 -2.745 -1.446
H -0.218 0.868 2.011
H 1.590 0.677 1.316
```

Summary:
E_LUMO = -0.0015 Ha
Structure (SMILES) = F/C=C1/NC(=S)CO1

Mulliken atomic charge list, values in e, 4 entries: -0.273, -0.257, -0.334, 0.009

Which structure wins on stability? version two wins.

Version one
Density functional theory data (ωB97M-V/def2-TZVPD) for the molecule C7H14NO4P.

XYZ file:
```
27
Properties=species:S:1:pos:R:3
P 0.982 -0.530 0.108
O -2.973 1.362 -1.413
O -0.788 1.157 -0.966
O 0.831 0.327 1.486
O 1.733 0.141 -0.949
N 1.709 -1.941 0.637
C 3.158 -1.933 0.730
C -2.050 0.722 -0.970
C 0.782 1.737 1.505
C -0.531 2.393 -1.614
C -3.406 -1.131 -0.197
C -2.151 -0.642 -0.378
C -0.793 -1.327 -0.173
H -0.254 2.080 1.487
H 1.316 2.150 0.650
H 3.530 -2.957 0.670
H -0.593 -1.910 -1.077
H 1.270 -2.347 1.451
H 3.537 -1.365 -0.117
H -0.966 2.386 -2.618
H -0.883 -2.040 0.646
H 3.527 -1.474 1.652
H 1.255 2.064 2.433
H 0.551 2.483 -1.668
H -3.586 -2.115 0.195
H -4.243 -0.512 -0.463
H -0.965 3.221 -1.045
```

Summary:
E_LUMO = 0.0198 Ha
Structure (SMILES) = C=C(C[P@](=O)(NC)OC)C(=O)OC

Mulliken atomic charge list, values in e, 4 entries: 0.973, -0.629, -0.086, -0.342

Version two
Density functional theory data (ωB97M-V/def2-TZVPD) for the molecule C7H14NO4P.

XYZ file:
```
27
Properties=species:S:1:pos:R:3
P -2.041 0.037 0.178
O 4.970 -0.961 -1.878
O 3.180 0.219 -1.814
O -0.634 1.580 -1.586
O -0.341 -0.670 -1.755
N 4.311 -0.348 -1.147
C 0.999 -0.535 -2.220
C -0.874 0.453 -1.190
C -1.153 -2.448 1.153
C 1.967 -0.123 -1.125
C -2.252 1.656 1.026
C -0.936 -0.930 1.313
C -0.986 2.299 1.579
H -2.947 1.456 1.841
H -1.678 -2.689 0.235
H 1.637 0.749 -0.565
H -0.305 2.595 0.787
H -0.450 1.626 2.242
H -1.197 -0.632 2.324
H 2.147 -0.967 -0.464
H -2.761 2.306 0.320
H 1.085 0.133 -3.072
H -1.243 3.200 2.133
H -1.703 -2.840 2.002
H 1.294 -1.519 -2.571
H 0.105 -0.686 1.123
H -0.196 -2.963 1.131
```

Summary:
E_LUMO = -0.0052 Ha
Structure (SMILES) = CCP(CC)C(=O)OCCON=O

Mulliken atomic charge list, values in e, 4 entries: -0.153, -0.271, -0.203, -0.551

Which structure wins on stability? version one wins.

Version one
Density functional theory data (ωB97M-V/def2-TZVPD) for a 2-piece molecular cluster, FH3N2OS overall.

XYZ file:
```
8
Properties=species:S:1:pos:R:3
S -2.628 -0.190 -0.027
F -0.009 -2.228 0.105
O -1.235 0.191 0.424
N 0.182 -0.969 -0.420
N 1.305 -0.469 0.144
H 1.727 -0.973 0.952
H -2.459 0.601 -1.168
H 1.664 0.420 -0.148
```

Summary:
E_LUMO (alpha / beta) = -0.0107 / 0.0313 Ha

Mulliken atomic charge list, values in e, 4 entries: 0.060, -0.173, -0.343, 0.129

Version two
Density functional theory data (ωB97M-V/def2-TZVPD) for the molecule FH3N2OS.

XYZ file:
```
8
Properties=species:S:1:pos:R:3
S 2.519 0.055 -0.170
F 0.108 1.792 0.114
O 0.949 -0.282 0.338
N 0.035 0.322 -0.498
N -1.218 -0.206 -0.299
H -1.681 0.083 0.539
H -1.961 -0.029 -1.173
H 2.606 1.218 0.534
```

Summary:
E_LUMO = 0.0137 Ha
Structure (SMILES) = NN(F)OS

Mulliken atomic charge list, values in e, 4 entries: -0.021, -0.355, -0.202, 0.305

Which structure wins on stability? version two wins.

Version one
Density functional theory data (ωB97M-V/def2-TZVPD) for C20H24IrN5O9 as an isolated structure.

XYZ file:
```
59
Properties=species:S:1:pos:R:3
Ir 0.226 -0.481 0.067
O 2.367 0.245 -3.288
O 1.208 2.009 -5.071
O -1.472 -0.464 1.157
O -2.520 0.244 2.980
O 0.689 1.269 0.882
O 1.188 -1.415 1.668
O -0.618 3.273 -5.046
O 1.827 -0.368 -1.203
O 0.187 2.631 2.576
N -0.115 -2.310 -0.627
N -1.403 -4.283 -0.372
N -0.521 0.617 -1.381
N -2.421 -2.219 -0.520
N -1.586 1.420 -1.457
C -0.244 -5.158 -0.564
C 2.533 -1.477 3.550
C 0.538 1.561 2.171
C 0.895 0.398 3.111
C -3.757 -2.702 -0.165
C 1.598 0.203 -2.351
C -3.633 -4.001 0.602
C 1.343 -2.457 3.734
C -2.699 -4.932 -0.140
C 1.082 -3.126 -0.921
C 0.724 -4.477 -1.499
C -1.516 2.160 -2.574
C -0.346 1.824 -3.238
C -0.301 -0.605 3.274
C 0.257 0.863 -2.426
C -1.537 -0.208 2.465
C -1.316 -2.959 -0.501
C 0.318 -1.904 2.754
C 0.077 2.441 -4.535
C 1.990 -0.500 2.522
H 1.194 0.827 4.064
H 1.711 -2.557 -1.597
H -3.241 -3.805 1.602
H -0.387 -2.620 2.340
H -2.503 -5.831 0.442
H 2.815 -0.965 4.468
H -2.255 1.448 -0.699
H -2.271 -1.224 -0.458
H 2.719 0.006 1.897
H 1.628 -5.070 -1.627
H -4.345 -2.837 -1.074
H 1.649 -3.248 0.008
H 1.677 1.336 -4.525
H -3.126 -5.240 -1.099
H 3.411 -1.988 3.161
H 0.220 -5.377 0.402
H -4.234 -1.932 0.440
H -0.616 -6.095 -0.977
H -4.611 -4.467 0.714
H 0.944 -2.463 4.746
H -2.266 2.888 -2.834
H 1.623 -3.476 3.474
H 0.261 -4.362 -2.482
H -0.616 -0.694 4.310
```

Summary:
Net charge = +1
E_LUMO (alpha / beta) = -0.1075 / -0.2329 Ha
2S+1 = 2
Expectation value of S² = 0.7548

Mulliken atomic charge list, values in e, 4 entries: 1.856, -0.780, -0.501, -1.268

Version two
Density functional theory data (ωB97M-V/def2-TZVPD) for C20H24IrN5O9 as an isolated structure.

XYZ file:
```
59
Properties=species:S:1:pos:R:3
Ir 0.076 -0.527 -1.310
O -0.216 -1.965 0.833
O -1.418 -4.258 -2.561
O -1.397 -2.142 -1.851
O 1.441 1.101 -2.118
O 1.538 -2.231 -1.458
O 0.088 4.509 -4.758
O -2.094 4.588 -5.129
O 1.983 -4.371 -1.950
O 1.656 2.921 -3.371
N -0.236 0.892 0.342
N -1.135 0.853 -2.756
N -2.396 0.984 -3.153
N 1.985 0.744 0.829
N 0.628 2.031 2.208
C -1.123 4.036 -4.676
C -1.268 -3.377 -1.766
C -0.459 1.894 -3.232
C 1.494 -3.461 -1.355
C 0.302 -3.572 2.411
C -2.565 2.094 -3.878
C -1.774 1.653 2.092
C 1.014 1.994 -2.898
C 2.862 1.416 2.965
C -1.223 -3.558 2.189
C 0.779 1.248 1.127
C -0.666 2.586 2.561
C -1.331 2.730 -3.960
C -0.879 -3.905 -0.245
C 1.787 2.495 2.950
C 0.797 -2.934 1.097
C 0.602 -3.958 -0.024
C 3.209 1.076 1.524
C -1.567 1.386 0.605
C -1.314 -2.876 0.807
H 0.590 -2.930 3.244
H -0.781 3.577 2.104
H 2.472 0.533 3.473
H 3.881 0.218 1.466
H -1.372 -4.874 -0.183
H -2.749 2.107 2.261
H 2.071 0.275 -0.068
H 0.995 -4.955 0.158
H 3.703 1.924 1.037
H -1.728 0.710 2.639
H 1.464 2.736 3.964
H -2.245 -2.352 0.600
H -3.512 2.386 -4.286
H 2.173 3.417 2.500
H 1.778 -2.466 1.142
H 0.714 -4.565 2.573
H -1.731 -2.948 2.936
H -0.708 2.710 3.646
H -3.071 0.263 -2.938
H -2.282 0.642 0.241
H -1.718 2.312 0.032
H 3.743 1.764 3.500
H 0.807 3.966 -4.315
H -1.673 -4.548 2.185
```

Summary:
Net charge = +1
E_LUMO (alpha / beta) = -0.1985 / -0.2551 Ha
2S+1 = 2
Expectation value of S² = 0.7596

Mulliken atomic charge list, values in e, 4 entries: 2.503, -0.281, -0.528, -0.665

Which structure wins on stability? version one wins.

Version one
Density functional theory data (ωB97M-V/def2-TZVPD) for C7H10N2O as an isolated structure.

XYZ file:
```
20
Properties=species:S:1:pos:R:3
O 0.860 -1.695 -2.894
N -0.930 -1.336 -1.520
N -0.558 1.779 -0.406
C -0.003 1.002 0.866
C -0.683 0.776 2.143
C 2.387 0.087 0.433
C -2.078 -1.313 -0.675
C 0.570 1.487 -0.924
C 0.055 -1.494 -2.101
C 1.120 0.749 0.247
H -2.368 -2.221 -0.364
H -1.843 -0.635 0.153
H 3.124 0.633 -0.163
H -1.684 0.515 1.743
H 2.318 -0.860 -0.209
H -0.273 -0.145 2.549
H 2.701 -0.118 1.482
H -0.796 1.651 2.833
H 0.962 1.846 -1.939
H -2.881 -0.709 -1.255
```

Summary:
E_LUMO = 0.0178 Ha

Mulliken atomic charge list, values in e, 4 entries: -0.487, -0.080, -0.559, 0.153

Version two
Density functional theory data (ωB97M-V/def2-TZVPD) for a 2-piece molecular cluster, C7H10N2O overall.

XYZ file:
```
20
Properties=species:S:1:pos:R:3
O -1.230 -1.818 2.552
N -0.162 -3.774 2.289
N -0.401 0.664 -1.645
C -0.445 -2.495 1.867
C 0.441 -1.900 0.711
C 1.269 1.959 -0.476
C -0.246 3.008 -2.104
C 0.626 0.878 -0.793
C 0.820 3.064 -1.198
C -0.976 1.794 -2.175
H 0.857 -4.094 2.210
H -0.229 -3.942 3.442
H -0.222 -1.118 0.284
H -0.497 3.964 -2.491
H 1.019 0.021 -0.401
H 2.046 2.153 0.256
H 1.489 3.873 -1.148
H 1.274 -1.410 1.259
H 0.667 -2.679 -0.143
H -1.556 1.698 -3.185
```

Summary:
E_LUMO = 0.0242 Ha
Structure (SMILES) = c1ccncc1.CC(N)=O

Mulliken atomic charge list, values in e, 4 entries: -0.582, -0.566, -0.458, 0.393

Which structure wins on stability? version two wins.

Version one
Density functional theory data (ωB97M-V/def2-TZVPD) for the molecule C5H9FN2.

XYZ file:
```
17
Properties=species:S:1:pos:R:3
F 0.199 1.393 2.106
N -0.266 0.179 -0.720
N -2.307 0.482 0.188
C 1.051 0.399 -0.476
C 0.451 -2.171 0.111
C -1.117 0.780 0.084
C -0.357 2.093 0.834
C 0.464 -0.979 -0.918
H 0.244 -1.712 1.138
H -0.368 -2.991 -0.337
H 1.799 0.822 -1.076
H 1.296 0.574 0.556
H 1.321 -2.831 -0.215
H -2.398 -0.031 -0.710
H 0.396 -1.266 -1.983
H -1.174 2.828 1.117
H 0.765 2.432 0.302
```

Summary:
E_LUMO = 0.0310 Ha
Structure (SMILES) = [H]/N=C(/CF)N1C[C@H]1C

Mulliken atomic charge list, values in e, 4 entries: -0.328, -0.187, -0.710, -0.918

Version two
Density functional theory data (ωB97M-V/def2-TZVPD) for the molecule C5H9FN2.

XYZ file:
```
17
Properties=species:S:1:pos:R:3
F -2.247 0.489 -1.489
N 0.618 0.305 -0.423
N 1.028 -1.096 -2.267
C 0.106 -0.537 -1.416
C -1.166 0.760 1.186
C -1.358 -0.731 -1.607
C 1.183 0.454 1.921
C 0.068 0.486 0.881
H -1.487 0.777 2.232
H 0.980 1.224 2.882
H -1.769 1.069 0.255
H 1.343 -0.624 2.154
H 1.908 -0.669 -1.936
H 1.687 0.052 -0.438
H 2.142 0.748 1.473
H -1.520 -1.159 -2.593
H -1.514 -1.548 -0.814
```

Summary:
E_LUMO = 0.0256 Ha
Structure (SMILES) = [H]/N=C(/CF)NC(=C)C

Mulliken atomic charge list, values in e, 4 entries: -0.309, -0.284, -0.735, 0.563

Which structure wins on stability? version two wins.